ORCA calculation (wB97M-V/def2-TZVPD) on the ion CH2N2O3S2 with charge -2 at a distorted geometry.

Positions of all 10 atoms, in Å:
N1 -0.38 -0.27 -0.54
S1 0.75 -1.50 0.02
O1 0.44 -2.68 -0.77
O2 0.48 -1.62 1.49
N2 2.43 -1.24 -0.36
C1 2.72 0.05 0.05
O3 1.81 0.79 0.48
S2 4.39 0.49 -0.07
H1 -0.25 0.38 0.27
H2 -0.12 0.39 -1.28

The value obtained for the energy above the lowest of the compared OMol25 structures with the same formula, charge and spin is 3.2 kcal/mol. As for the charge: -2. As for the SMILES: N[S@](=O)([O-])=NC([O-])=S. The calculation puts the LUMO energy at 6.13 eV. As for the total energy: -1170.891338 a.u. The frontier orbital gap comes out at 5.524 eV.